# 1
Molecular formula: C2H3NOS2
Method: DFT, wB97M-V/def2-TZVPD

Structure (XYZ):
```
9
Properties=species:S:1:pos:R:3:forces:R:3
C 1.04386 0.15305 -0.00691 1.9 -0.4 2.8
C -1.21860 0.07194 -0.72788 -0.5 0.2 -0.7
N -1.72056 0.90473 -0.11623 0.8 -2.8 -1.5
O -2.23107 1.65240 0.59635 -1.4 2.9 2.1
S 1.30161 1.20943 1.21467 -0.4 -0.8 -0.6
S 1.10851 -1.62636 -0.03044 0.5 -0.3 0.5
H -0.79227 -0.77269 -1.18464 -0.4 -0.2 -0.4
H 1.13653 0.47575 -0.99926 -0.2 0.4 -1.4
H 1.37200 -2.06824 1.25434 -0.3 1.0 -0.7
```
Positions in Å, forces in eV/Å.

Calculated values
Gap between HOMO and LUMO: 8.3 eV
Largest force on an atom: 3.89 eV/A
Structure (SMILES): C#[N+][O-].S=CS
E_LUMO: -0.02743 Eh

# 2
Molecular formula: C2H3NP2
Method: DFT, wB97M-V/def2-TZVPD

Structure (XYZ):
```
8
Properties=species:S:1:pos:R:3:forces:R:3
C 1.88873 -0.13233 0.22665 -0.9 -2.1 0.5
C -1.22095 0.83984 -0.03737 -3.3 0.5 -1.8
N -0.27052 1.57607 0.10380 1.7 1.1 0.5
P -1.47700 -0.93652 0.08211 0.3 -0.1 0.0
P 0.59169 -1.12715 -0.12304 0.4 -0.7 1.1
H 1.90526 0.81169 -0.19405 0.3 2.1 -0.9
H -2.14187 1.33492 -0.58502 1.1 -0.5 1.0
H 0.72467 -2.36650 0.52691 0.4 -0.2 -0.4
```
Positions in Å, forces in eV/Å.

Calculated values
Gap between HOMO and LUMO (alpha / beta): 6.4 / 7.5 eV
Largest force on an atom: 3.78 eV/A
E_LUMO (alpha / beta): -0.08160 / -0.04077 Eh

# 3
Molecular formula: C2H3NP2
Method: DFT, wB97M-V/def2-TZVPD

Structure (XYZ):
```
8
Properties=species:S:1:pos:R:3:forces:R:3
C 0.03557 -0.08203 0.01680 -2.4 -2.1 -0.3
C 1.04820 0.61487 -0.25951 2.8 -0.8 -1.0
N -0.96928 -0.71203 0.24867 1.3 0.7 0.5
P -3.72298 0.79481 -0.03208 0.1 -1.0 -0.2
P -2.59274 -0.79107 -0.08620 0.0 0.7 0.5
H 2.00042 0.36595 -0.68264 0.0 -0.6 -0.2
H 0.92214 1.59215 -0.07739 -0.3 3.6 0.9
H -2.47023 -2.09980 0.40386 -1.5 -0.4 -0.3
```
Positions in Å, forces in eV/Å.

Calculated values
Gap between HOMO and LUMO: 7.3 eV
Largest force on an atom: 3.76 eV/A
Structure (SMILES): C=C=N[PH]#P
E_LUMO: -0.03618 Eh

# 4
Molecular formula: C2H3NS
Method: DFT, wB97M-V/def2-TZVPD

Structure (XYZ):
```
7
Properties=species:S:1:pos:R:3:forces:R:3
C 0.74197 -0.12620 -0.06614 -1.1 3.0 0.9
C -0.27383 -1.13431 0.00643 1.8 1.1 -1.0
N -0.14307 1.00357 0.02527 -1.5 -2.2 -0.8
S -1.60594 0.03014 0.12148 1.7 0.4 0.0
H -0.43380 -2.12271 -0.44323 0.6 0.4 0.6
H 1.82782 0.42576 -0.04758 -2.1 -3.1 -0.3
H -0.11316 1.92376 0.40376 0.6 0.3 0.5
```
Positions in Å, forces in eV/Å.

Calculated values
Gap between HOMO and LUMO: 8.8 eV
Largest force on an atom: 3.78 eV/A
E_LUMO: 0.01716 Eh

# 5
Molecular formula: C2H3NS2
Method: DFT, wB97M-V/def2-TZVPD

Structure (XYZ):
```
8
Properties=species:S:1:pos:R:3:forces:R:3
C -0.44149 1.07651 -0.13096 -0.6 -2.9 0.9
C -0.22315 -0.33334 -0.62050 2.8 2.6 -3.1
N -1.27206 1.85423 -0.59816 -0.2 2.3 -0.5
S -0.80662 -0.66806 -2.29259 0.2 0.0 0.1
S -2.00100 2.00597 -2.00213 -0.7 -0.1 -0.4
H 0.05781 1.20028 0.79674 0.3 0.9 1.0
H 0.92576 -0.29727 -0.61509 -1.4 -1.3 0.1
H -0.70125 -1.10722 -0.13183 -0.5 -1.5 2.0
```
Positions in Å, forces in eV/Å.

Calculated values
Gap between HOMO and LUMO (alpha / beta): 8.5 / 6.2 eV
Expectation value of S²: 2.01
Largest force on an atom: 4.92 eV/A
Multiplicity: 3
E_LUMO (alpha / beta): 0.02738 / -0.08631 Eh

# 6
Molecular formula: C2H3O2
Method: DFT, wB97M-V/def2-TZVPD

Structure (XYZ):
```
7
Properties=species:S:1:pos:R:3:forces:R:3
C 3.67575 0.11944 0.02050 1.5 -0.5 0.2
C -0.80164 -0.27800 -0.12795 -0.3 -2.7 0.1
O 4.64952 -0.38337 -0.14797 -1.1 0.4 -0.1
O 0.15496 0.33796 0.21621 1.2 1.7 0.4
H 2.77158 0.65299 0.29505 -0.8 0.1 -0.1
H -0.59354 -1.29101 -0.54194 -0.6 0.3 -0.4
H -1.85584 -0.07549 0.10255 0.1 0.7 -0.1
```
Positions in Å, forces in eV/Å.

Calculated values
Gap between HOMO and LUMO: 6.9 eV
Largest force on an atom: 2.74 eV/A
Charge: +1
E_LUMO: -0.26401 Eh

# 7
Molecular formula: C2H3O2
Method: DFT, wB97M-V/def2-TZVPD

Structure (XYZ):
```
7
Properties=species:S:1:pos:R:3:forces:R:3
C 1.05423 -0.31311 0.18642 3.3 -2.4 1.6
C -1.22274 0.47005 -0.26129 -0.1 4.4 0.1
O -1.53898 -0.59718 -0.21261 -1.2 -2.9 -0.2
O 0.39602 0.71040 0.25842 0.0 0.1 -0.9
H 2.20416 -0.41267 0.38784 -1.8 1.5 -0.4
H 0.74761 -1.39351 0.13229 -1.2 1.1 -0.7
H -1.64031 1.53602 -0.49107 1.0 -1.9 0.4
```
Positions in Å, forces in eV/Å.

Calculated values
Gap between HOMO and LUMO: 11.4 eV
Largest force on an atom: 4.38 eV/A
Charge: +1
E_LUMO: -0.23637 Eh

# 8
Molecular formula: C2H3O2S
Method: DFT, wB97M-V/def2-TZVPD

Structure (XYZ):
```
8
Properties=species:S:1:pos:R:3:forces:R:3
C 2.01974 0.58813 1.97370 1.9 -0.2 0.0
C -0.05383 -1.08773 -0.59592 0.4 -0.2 -0.2
O 2.99085 1.03594 1.47226 -0.9 -0.5 0.4
O 0.31023 -1.62717 -1.61609 -0.2 0.1 0.2
S 0.26530 1.72458 1.31600 -1.1 0.6 0.0
H -1.06804 -1.23971 -0.18747 -0.2 0.0 -0.1
H 0.57735 -0.42019 0.00153 0.1 0.0 0.0
H 0.92517 2.29310 0.31264 0.1 0.2 -0.3
```
Positions in Å, forces in eV/Å.

Calculated values
Gap between HOMO and LUMO: 6.7 eV
Largest force on an atom: 1.88 eV/A
Charge: -1
E_LUMO: 0.14763 Eh

# 9
Molecular formula: C2H3O2S2
Method: DFT, wB97M-V/def2-TZVPD

Structure (XYZ):
```
9
Properties=species:S:1:pos:R:3:forces:R:3
C -1.60114 -0.33351 0.68051 2.5 1.0 0.2
C -0.41952 0.02006 0.72156 -3.4 -0.9 0.1
O 1.55375 1.69931 0.63473 -0.2 0.0 -0.1
O 0.06377 -0.54055 -2.56915 3.5 0.7 -1.3
S 1.33926 -0.12083 2.87499 0.1 -0.2 1.2
S 1.27070 0.26769 0.96615 1.2 0.2 -1.2
H -2.61473 -0.49625 0.95607 -0.1 -0.2 -0.3
H 0.98718 -0.09442 -2.37073 -3.4 -1.2 0.1
H -0.57925 -0.40150 -1.89413 -0.1 0.6 1.3
```
Positions in Å, forces in eV/Å.

Calculated values
Gap between HOMO and LUMO: 7.3 eV
Largest force on an atom: 3.80 eV/A
Charge: -1
E_LUMO: 0.13627 Eh

# 10
Molecular formula: C2H3O2S2
Method: DFT, wB97M-V/def2-TZVPD

Structure (XYZ):
```
9
Properties=species:S:1:pos:R:3:forces:R:3
C -0.97887 0.39297 -0.07312 1.9 0.4 -0.2
C 1.35064 0.36340 -0.88418 -4.0 -1.4 -3.4
O -1.04446 -2.12915 0.44587 -0.8 -0.4 -0.2
O -0.50352 -0.60947 2.21481 -0.2 0.7 0.5
S -1.73148 1.77320 -0.11661 -0.3 0.8 -0.5
S -1.48516 -0.90146 1.14833 1.3 -1.4 -0.3
H 1.62940 1.07799 -0.27449 1.2 4.1 2.6
H 1.63345 -0.54501 -0.49592 0.4 -2.4 0.1
H 1.13000 0.57753 -1.96469 0.4 -0.5 1.4
```
Positions in Å, forces in eV/Å.

Calculated values
Gap between HOMO and LUMO (alpha / beta): 6.6 / 7.0 eV
Largest force on an atom: 5.42 eV/A
Charge: -1
E_LUMO (alpha / beta): 0.12333 / 0.12123 Eh

# 11
Molecular formula: C2H3O2S2
Method: DFT, wB97M-V/def2-TZVPD

Structure (XYZ):
```
9
Properties=species:S:1:pos:R:3:forces:R:3
C -0.99735 1.95224 -0.26054 1.3 -4.4 3.9
C -0.06366 0.21585 -0.21193 -1.2 3.2 2.5
O -0.15498 2.61390 2.31904 -0.3 -0.1 -0.4
O 1.03801 2.81921 0.15173 1.4 1.6 1.1
S -1.61712 2.23672 -1.62620 -2.1 1.3 -4.5
S -0.19748 3.13078 0.93709 1.3 -0.9 -0.9
H 0.04684 0.22370 0.87381 0.1 -0.1 -0.1
H -0.88198 -0.36006 -0.48925 -1.3 -1.2 -0.7
H 0.86469 -0.02417 -0.66419 0.7 0.6 -1.0
```
Positions in Å, forces in eV/Å.

Calculated values
Gap between HOMO and LUMO (alpha / beta): 5.3 / 6.1 eV
Expectation value of S²: 2.01
Largest force on an atom: 6.04 eV/A
Multiplicity: 3
Charge: -1
E_LUMO (alpha / beta): 0.13140 / 0.07921 Eh

# 12
Molecular formula: C2H3O3
Method: DFT, wB97M-V/def2-TZVPD

Structure (XYZ):
```
8
Properties=species:S:1:pos:R:3:forces:R:3
C 1.69641 0.42524 0.13314 -2.2 1.3 0.1
C -2.38445 -0.27751 -0.11502 -1.6 1.6 0.2
O -1.63390 -1.13671 -0.10504 1.6 -2.4 -0.2
O 0.50443 0.02129 0.04853 2.2 2.8 0.6
O -3.11212 0.60581 -0.08952 -0.5 0.5 -0.1
H 2.48981 -0.18386 -0.02646 2.2 -2.6 -0.6
H 2.03453 1.44422 0.34264 -1.3 0.3 0.2
H 0.40530 -0.89849 -0.18826 -0.4 -1.5 -0.3
```
Positions in Å, forces in eV/Å.

Calculated values
Gap between HOMO and LUMO: 9.4 eV
Largest force on an atom: 3.60 eV/A
Charge: +1
E_LUMO: -0.27866 Eh

# 13
Molecular formula: C2H3O3Si
Method: DFT, wB97M-V/def2-TZVPD

Structure (XYZ):
```
9
Properties=species:S:1:pos:R:3:forces:R:3
C 0.28926 1.13732 0.01748 0.6 -2.1 -0.8
C -0.34996 2.33836 -0.28396 -0.9 1.2 -0.1
O -0.62037 0.04547 0.18906 -0.5 1.7 0.3
O 1.42050 0.79051 -0.35874 0.5 0.0 0.3
O -0.60275 3.36853 0.29603 0.0 0.3 0.1
Si -0.13618 -1.47340 0.03142 3.7 -1.4 -0.9
H -1.26145 -2.09488 0.53244 -1.8 -1.4 0.6
H 1.07073 -1.97295 1.00011 -1.3 0.7 -1.2
H 0.19021 -2.13896 -1.42384 -0.4 1.0 1.6
```
Positions in Å, forces in eV/Å.

Calculated values
Gap between HOMO and LUMO: 6.0 eV
Largest force on an atom: 4.09 eV/A
Charge: -1
Structure (SMILES): O=C=C([O-])O[SiH3]
E_LUMO: 0.13788 Eh

# 14
Molecular formula: C2H3O4
Method: DFT, wB97M-V/def2-TZVPD

Structure (XYZ):
```
9
Properties=species:S:1:pos:R:3:forces:R:3
O 1.66113 1.60157 -1.18730 0.2 0.4 -0.1
O 1.32094 2.85976 -1.38980 0.2 0.2 0.0
H 0.79972 1.15048 -1.15540 -0.4 -0.5 -0.1
O -0.61899 0.13911 -0.77187 0.4 -1.0 1.5
C -0.33485 -0.32296 0.35071 -0.1 0.7 -0.8
C -0.91565 -1.57320 0.90792 0.0 1.0 -1.4
O -0.85409 -1.88442 2.09110 0.1 -0.4 0.6
H 0.39312 0.17931 1.02084 -0.4 -0.3 -0.1
H -1.45134 -2.14966 0.13381 0.0 0.0 0.4
```
Positions in Å, forces in eV/Å.

Calculated values
Gap between HOMO and LUMO (alpha / beta): 9.7 / 5.7 eV
Expectation value of S²: 3.77
Largest force on an atom: 1.84 eV/A
Multiplicity: 4
E_LUMO (alpha / beta): 0.02432 / -0.15707 Eh

# 15
Molecular formula: C2H3O4S2
Method: DFT, wB97M-V/def2-TZVPD

Structure (XYZ):
```
11
Properties=species:S:1:pos:R:3:forces:R:3
C 1.59947 -1.04842 0.09372 1.7 0.3 1.4
C 0.93677 0.01851 -0.32936 -0.5 0.3 0.1
O -1.18856 2.44667 0.93663 0.5 1.5 -0.6
O -1.60670 0.29506 1.86251 -0.7 0.0 0.0
O -1.25592 -1.44941 -0.63104 0.1 2.0 0.2
O -0.78501 0.47405 -2.12511 -0.6 0.8 -0.4
S -1.97103 1.24290 0.79775 -0.2 -1.0 1.6
S -0.85928 -0.00581 -0.74921 1.9 -3.7 -1.4
H 2.70921 -0.96238 0.52771 -2.4 -0.3 -1.5
H 1.07651 -2.00907 0.20714 0.2 0.5 0.1
H 1.34456 0.99791 -0.59075 0.1 -0.3 0.5
```
Positions in Å, forces in eV/Å.

Calculated values
Gap between HOMO and LUMO: 8.2 eV
Largest force on an atom: 4.42 eV/A
Charge: -1
Structure (SMILES): C=C[S@](=O)([O-])=S(=O)=O
E_LUMO: 0.13593 Eh

# 16
Molecular formula: C2H3OP
Method: DFT, wB97M-V/def2-TZVPD

Structure (XYZ):
```
7
Properties=species:S:1:pos:R:3:forces:R:3
C 0.30509 0.93113 0.07010 -2.5 -3.6 -1.3
C -0.72272 -0.43932 0.27800 2.6 3.4 -0.8
O 0.59431 1.96939 0.51261 0.3 1.0 0.7
P 0.31104 -0.27665 -1.35249 0.1 0.8 0.6
H -0.05074 -1.08807 0.80873 -1.3 -0.6 1.1
H -1.79111 -0.20063 0.30849 0.6 -0.6 0.3
H 1.35414 -0.89586 -0.62544 0.2 -0.2 -0.5
```
Positions in Å, forces in eV/Å.

Calculated values
Gap between HOMO and LUMO: 9.1 eV
Largest force on an atom: 4.61 eV/A
Structure (SMILES): O=C1CP1
E_LUMO: 0.02409 Eh

# 17
Molecular formula: C2H3OP
Method: DFT, wB97M-V/def2-TZVPD

Structure (XYZ):
```
7
Properties=species:S:1:pos:R:3:forces:R:3
C -0.93776 1.11386 -0.22901 0.3 -0.3 -1.8
C -0.49060 -0.24609 -0.06216 0.0 -0.2 1.0
O -1.61760 2.04601 -0.00848 -0.7 0.2 0.9
P 0.59649 0.72844 -1.28859 -0.4 -0.5 -0.2
H -0.21372 -0.66488 0.90724 0.3 0.4 -0.1
H -1.02839 -0.98058 -0.60527 -0.8 -0.4 -0.6
H 1.00167 1.39845 -0.17341 1.4 0.9 0.7
```
Positions in Å, forces in eV/Å.

Calculated values
Gap between HOMO and LUMO: 9.4 eV
Largest force on an atom: 1.82 eV/A
Structure (SMILES): O=C1CP1
E_LUMO: 0.02683 Eh

# 18
Molecular formula: C2H3ORb
Method: DFT, wB97M-V/def2-TZVPD

Structure (XYZ):
```
7
Properties=species:S:1:pos:R:3:forces:R:3
H -0.68747 -0.06915 -1.34921 2.3 -1.3 -0.3
O 0.91793 0.82928 -0.24721 1.9 -0.9 0.5
C 0.03361 -0.09892 -0.36034 -4.0 2.7 -2.2
C -1.17196 -0.16542 0.32413 1.1 -1.2 2.3
H -1.79474 -1.05268 0.17611 -0.1 0.5 -0.4
H -1.25039 0.29314 1.31705 -0.2 0.0 0.2
Rb 3.95301 0.26375 0.13945 -1.2 0.2 -0.1
```
Positions in Å, forces in eV/Å.

Calculated values
Gap between HOMO and LUMO: 4.2 eV
Largest force on an atom: 5.26 eV/A
E_LUMO: -0.04602 Eh

# 19
Molecular formula: C2H3OS3
Method: DFT, wB97M-V/def2-TZVPD

Structure (XYZ):
```
9
Properties=species:S:1:pos:R:3:forces:R:3
C -0.80746 -0.18645 0.20700 -1.0 0.6 0.4
C 0.29885 -0.55297 -0.66663 0.8 1.9 -1.6
O -0.76973 -0.79547 1.36809 0.5 -0.9 -0.6
S -2.08136 0.71567 -0.30277 -0.2 0.1 -0.1
S 1.29393 -1.80778 -0.35649 0.2 -0.9 0.0
S 1.44650 1.68370 0.38970 -1.0 -0.1 -0.7
H 0.25167 -0.04424 -1.64520 0.2 -0.4 0.6
H -0.04158 -1.45922 1.09645 -0.2 0.0 1.5
H 0.40918 2.44676 -0.09015 0.7 -0.4 0.3
```
Positions in Å, forces in eV/Å.

Calculated values
Gap between HOMO and LUMO (alpha / beta): 6.4 / 6.4 eV
Largest force on an atom: 2.62 eV/A
Charge: -1
E_LUMO (alpha / beta): 0.09315 / 0.09318 Eh

# 20
Molecular formula: C2H3PS
Method: DFT, wB97M-V/def2-TZVPD

Structure (XYZ):
```
7
Properties=species:S:1:pos:R:3:forces:R:3
C -0.11150 0.03468 0.33637 0.9 -0.5 3.8
C 0.42880 0.65164 -0.80037 0.5 -1.5 -3.0
P -1.33645 -1.12055 0.24812 0.3 1.2 -2.7
S 1.69188 1.66061 -0.83551 -0.3 0.2 -0.1
H 0.53236 0.25351 1.30680 -1.8 -0.4 -1.8
H 0.10122 0.05484 -1.75289 0.3 1.7 1.2
H -1.30631 -1.53472 1.49748 0.1 -0.6 2.6
```
Positions in Å, forces in eV/Å.

Calculated values
Gap between HOMO and LUMO: 7.2 eV
Largest force on an atom: 3.95 eV/A
Structure (SMILES): [H]/P=C/C=S
E_LUMO: -0.06244 Eh